(1)
This record from OMol25 describes a 2-piece molecular cluster, Cl3H7Si4 overall in a non-equilibrium geometry. The level of theory is ωB97M-V with the def2-TZVPD basis set.

Last column: Löwdin charge in e.
Atoms and positions in Å:
1 Si -1.30218 -0.99571 -0.30736  0.39
2 Si 0.33960 0.03473 0.89597  0.17
3 Si 1.94933 1.19678 -0.35163  0.39
4 Si 4.82640 -0.08983 -0.06212  -0.88
5 Cl 4.88261 -2.00573 0.41277  0.28
6 Cl 5.74352 0.80747 1.53386  0.22
7 Cl 5.77856 0.20606 -1.73502  0.31
8 H -0.99660 -1.41286 -1.71562  -0.11
9 H -2.37726 -1.86628 0.04877  -0.14
10 H -1.99791 0.32475 -0.32404  -0.12
11 H 1.12377 -0.89034 1.49442  -0.20
12 H -0.51972 0.51154 2.06479  -0.08
13 H 2.62434 2.47815 0.35706  -0.11
14 H 1.25952 1.73480 -1.66879  -0.11

As for the molar mass: 225.76 g mol⁻¹. The total charge is 0. The value obtained for the HOMO energy is -8.9 eV. The spin multiplicity is 1. The gap between HOMO and LUMO comes out at 7.5 eV. As for the energy above the lowest of the compared OMol25 structures with the same formula, charge and spin: 51.13 kcal/mol.

=====

(2)
This record from OMol25 describes a single Cl3HO3Si molecule in a non-equilibrium geometry. The level of theory is ωB97M-V with the def2-TZVPD basis set.

Last column: Löwdin charge in e.
Atoms and positions in Å:
1 O 0.24292 0.76557 1.26220  -0.75
2 O -0.65475 0.63800 -1.58611  -0.88
3 O -0.50172 -1.40521 0.41147  -0.70
4 Si 0.37587 -0.11876 -0.08370  0.38
5 Cl 0.95083 2.15861 1.88908  0.68
6 Cl -0.83379 -0.16235 -2.97226  0.55
7 Cl -1.14226 -1.66001 1.92921  0.69
8 H 1.56291 -0.21586 -0.84989  0.02

As for the molar mass: 183.45 g mol⁻¹. The total charge is 0. The value obtained for the HOMO energy is -9.6 eV. The spin multiplicity is 1. The gap between HOMO and LUMO comes out at 8.8 eV. As for the SMILES: ClO[SiH](OCl)OCl. As for the energy above the lowest of the compared OMol25 structures with the same formula, charge and spin: 43.74 kcal/mol.

=====

(3)
This record from OMol25 describes a 2-piece molecular cluster, Cl3HOSi overall in a non-equilibrium geometry. The level of theory is ωB97M-V with the def2-TZVPD basis set.

Last column: Löwdin charge in e.
Atoms and positions in Å:
1 O 1.18440 0.75871 -0.45682  -0.43
2 Si 2.43521 0.00114 -0.08097  -0.46
3 Cl 2.90578 -1.89912 -0.49265  0.39
4 Cl -0.74591 -0.84680 0.84467  0.15
5 Cl 3.94498 0.89778 0.58699  0.53
6 H -0.20979 0.06123 -0.08098  -0.18

As for the molar mass: 151.45 g mol⁻¹. The total charge is 0. The value obtained for the HOMO energy is -10.7 eV. The spin multiplicity is 1. The gap between HOMO and LUMO comes out at 10.0 eV. As for the SMILES: O=[Si](Cl)Cl.Cl. As for the energy above the lowest of the compared OMol25 structures with the same formula, charge and spin: 66.94 kcal/mol.

=====

(4)
This record from OMol25 describes Cl3MnO12 as an isolated structure in a non-equilibrium geometry. The level of theory is ωB97M-V with the def2-TZVPD basis set.

Last column: Löwdin charge in e.
Atoms and positions in Å:
1 Mn 23.93141 8.06183 -28.11542  1.07
2 Cl 26.25167 8.51658 -28.05061  0.71
3 O 25.09951 9.09414 -28.71577  -0.38
4 O 26.73492 9.31926 -27.07122  -0.17
5 O 25.57007 7.44803 -27.51872  -0.37
6 O 27.37079 8.04592 -28.86498  -0.25
7 Cl 23.59777 8.71064 -25.40505  0.75
8 O 24.33619 8.46812 -26.59633  -0.55
9 O 22.25529 9.23087 -25.71052  -0.35
10 O 23.24219 7.49970 -24.80129  -0.37
11 O 24.36486 9.53651 -24.52072  -0.25
12 Cl 24.60714 5.55200 -24.67999  0.62
13 O 23.93254 6.16570 -23.54159  -0.39
14 O 23.86747 5.61134 -25.85838  -0.36
15 O 25.83974 6.31277 -24.66917  -0.37
16 O 24.95566 4.20908 -24.47070  -0.35

As for the molar mass: 353.28 g mol⁻¹. The total charge is -1. The value obtained for the HOMO energy (alpha / beta) is -4.8 / -4.8 eV. The spin multiplicity is 6. The gap between HOMO and LUMO (alpha / beta) comes out at 5.7 / 5.5 eV. As for the energy above the lowest of the compared OMol25 structures with the same formula, charge and spin: 44.67 kcal/mol.

=====

(5)
This record from OMol25 describes a 2-piece molecular cluster, Cl3O2P overall. The level of theory is ωB97M-V with the def2-TZVPD basis set.

Last column: Löwdin charge in e.
Atoms and positions in Å:
1 O 0.83933 0.23744 -1.70938  -0.45
2 O -1.94123 0.18489 1.05763  -0.68
3 P 0.83330 0.01153 -0.27328  -0.07
4 Cl -3.07862 0.21349 -0.03798  0.67
5 Cl 2.07217 1.23523 0.72958  0.26
6 Cl 1.27505 -1.88258 0.23342  0.26

As for the molar mass: 169.33 g mol⁻¹. The total charge is 0. The value obtained for the HOMO energy (alpha / beta) is -9.3 / -10.8 eV. The spin multiplicity is 3. The gap between HOMO and LUMO (alpha / beta) comes out at 9.5 / 8.0 eV. As for the energy above the lowest of the compared OMol25 structures with the same formula, charge and spin: 0.00 kcal/mol.

=====

(6)
This record from OMol25 describes a 2-piece molecular cluster, Cl3OPS overall in a non-equilibrium geometry. The level of theory is ωB97M-V with the def2-TZVPD basis set.

Last column: Löwdin charge in e.
Atoms and positions in Å:
1 O -2.40868 0.12182 0.10169  -0.54
2 P -1.52332 1.06292 -0.55424  0.32
3 S 1.81169 -0.26482 2.47397  -0.01
4 Cl -0.90916 0.16392 -2.24293  0.17
5 Cl 0.51504 0.97871 1.54623  0.02
6 Cl 3.25543 -0.32801 1.03402  0.04

As for the molar mass: 185.40 g mol⁻¹. The total charge is 0. The value obtained for the HOMO energy is -9.7 eV. The spin multiplicity is 1. The gap between HOMO and LUMO comes out at 8.6 eV. As for the SMILES: ClSCl.O=PCl. As for the energy above the lowest of the compared OMol25 structures with the same formula, charge and spin: 35.44 kcal/mol.

=====

(7)
This record from OMol25 describes a 2-piece molecular cluster, Cl4H2S2Si2 overall in a non-equilibrium geometry. The level of theory is ωB97M-V with the def2-TZVPD basis set.

Last column: Löwdin charge in e.
Atoms and positions in Å:
1 Si -0.90586 -0.97163 0.13015  -0.26
2 Si -1.02066 1.24122 -0.60133  -0.93
3 S 2.56034 0.56415 1.17017  0.33
4 S 0.80886 -2.01991 -0.43159  0.35
5 Cl -2.60536 -2.12072 0.04523  0.20
6 Cl -1.70011 2.44641 0.81209  0.33
7 Cl -2.42100 1.03429 -2.08273  0.24
8 Cl 0.52981 2.18698 -1.58074  0.24
9 H 3.51110 -0.21977 1.72525  -0.28
10 H 1.24288 -2.14103 0.81348  -0.22

As for the molar mass: 264.13 g mol⁻¹. The total charge is 0. The value obtained for the HOMO energy (alpha / beta) is -10.1 / -7.8 eV. The spin multiplicity is 1. The gap between HOMO and LUMO (alpha / beta) comes out at 8.7 / 5.2 eV. As for the energy above the lowest of the compared OMol25 structures with the same formula, charge and spin: 89.08 kcal/mol.

=====

(8)
This record from OMol25 describes Cl5Hf as an isolated structure in a non-equilibrium geometry. The level of theory is ωB97M-V with the def2-TZVPD basis set.

Last column: Löwdin charge in e.
Atoms and positions in Å:
1 Hf -0.16266 0.02439 1.94531  0.77
2 Cl -2.36297 -0.78853 2.21270  -0.18
3 Cl 2.24541 -0.13188 -2.42214  -0.61
4 Cl -1.65957 0.44564 -3.11169  -0.48
5 Cl 2.37534 -0.04145 1.90434  -0.28
6 Cl -0.43554 0.49184 -0.52851  -0.21

As for the molar mass: 355.75 g mol⁻¹. The total charge is -1. The value obtained for the HOMO energy is -4.4 eV. The spin multiplicity is 1. The gap between HOMO and LUMO comes out at 3.2 eV.